No. 1
{"formula": "C39H41CdClN3O3PTe4", "method": "ωB97M-V with the def2-TZVPD basis set", "symbols": ["Cd", "N", "C", "C", "C", "C", "C", "C", "C", "C", "C", "C", "C", "C", "N", "C", "C", "C", "C", "N", "H", "H", "H", "H", "H", "H", "H", "H", "H", "H", "Te", "Te", "Te", "Te", "C", "C", "C", "C", "P", "C", "C", "C", "C", "C", "C", "C", "C", "C", "C", "H", "H", "H", "H", "H", "H", "H", "H", "H", "H", "H", "H", "H", "H", "H", "H", "H", "H", "H", "H", "H", "H", "H", "C", "C", "C", "C", "Cl", "C", "C", "C", "O", "C", "C", "O", "O", "H", "H", "H", "H", "H", "H", "H", "H"], "positions_angstrom": [[0.99284, 2.90615, -0.86322], [9.08466, 3.32013, 0.80470], [7.92196, 3.41332, 0.82915], [6.50694, 3.47538, 0.90192], [5.74104, 4.12330, -0.05270], [4.42415, 4.42262, 0.13106], [3.80311, 4.12610, 1.40140], [4.67212, 3.55561, 2.39714], [5.98084, 3.17778, 2.15281], [2.50464, 4.37372, 1.69173], [1.58118, 5.28654, 0.87820], [1.28183, 6.66260, 1.00861], [0.25288, 7.04849, 0.08116], [-0.04288, 5.84894, -0.57467], [0.67803, 4.80712, -0.02197], [2.07328, 3.86396, 3.00763], [2.13743, 4.50366, 4.25890], [2.04313, 3.52298, 5.30655], [2.04418, 2.30544, 4.70773], [1.94742, 2.44413, 3.33039], [6.31465, 4.50592, -0.90114], [3.96746, 5.04069, -0.63565], [4.14743, 3.28675, 3.32794], [6.51855, 2.73299, 2.96153], [1.75207, 7.23439, 1.83699], [-0.35021, 7.96378, 0.08532], [-0.98965, 5.65399, -1.09810], [2.39021, 5.58183, 4.31051], [2.03842, 3.81373, 6.31828], [1.99285, 1.31249, 5.16129], [2.57106, 1.08646, -3.38296], [5.16254, -6.01035, -5.02334], [6.21347, -8.38756, -5.14191], [1.56301, -0.60768, -5.27425], [-7.16746, -2.00658, -0.50254], [-6.44936, -1.84433, -1.79452], [-7.41231, -2.12690, -3.00545], [-6.11148, -0.32417, -2.03947], [-4.82035, -2.68588, -2.49971], [-3.44187, -1.81704, -1.69687], [-3.44416, -1.18244, -0.46330], [-2.41800, -0.27273, 0.04730], [-1.26964, -0.26141, -0.73889], [-1.06720, -1.05812, -1.87709], [-2.19333, -1.81682, -2.33184], [-4.79391, -4.50715, -1.79228], [-4.52061, -4.64785, -0.29970], [-3.64256, -5.17144, -2.47758], [-6.04975, -5.22454, -2.21132], [-8.06502, -1.40864, -0.38676], [-6.55174, -1.52718, 0.25652], [-7.50885, -3.04353, -0.26400], [-8.24502, -1.43166, -2.76833], [-7.90670, -3.13657, -3.01708], [-7.08723, -1.85332, -3.97422], [-7.05583, 0.16296, -1.86230], [-5.62779, -0.06644, -2.96669], [-5.50531, 0.05787, -1.27080], [-4.38659, -1.36274, 0.02541], [-2.42830, 0.17933, 1.03005], [-0.42488, 0.34773, -0.40589], [-0.18293, -0.84304, -2.50127], [-2.05243, -2.23920, -3.35797], [-5.29475, -3.98584, 0.17918], [-3.53835, -4.26310, -0.01212], [-4.52703, -5.69150, 0.01327], [-3.59821, -6.17708, -2.07781], [-2.68580, -4.68554, -2.27802], [-3.76723, -5.17109, -3.59272], [-5.79234, -6.26089, -2.26262], [-6.27950, -4.96683, -3.25475], [-7.05296, -5.04639, -1.72376], [2.39482, -2.84404, 1.17542], [3.54038, -1.82994, 1.09848], [4.31077, -1.94262, -0.04482], [5.54974, -1.27284, -0.11699], [6.78586, -1.77583, -1.22868], [5.90233, -0.44570, 0.90273], [5.06497, -0.15196, 1.99781], [3.85755, -0.86733, 2.08463], [3.02889, -0.60806, 3.18743], [1.72337, 0.03409, 2.98046], [1.69466, 1.39424, 2.43682], [1.16557, 1.25768, -2.10791], [1.41883, 1.47682, 1.20322], [2.37147, -3.32970, 2.19661], [2.72690, -3.59171, 0.53545], [1.26956, -2.46117, 1.00615], [3.95362, -2.49376, -0.89225], [6.77083, 0.16941, 0.84202], [5.39180, 0.61344, 2.67091], [1.36542, 0.16772, 4.02977], [1.15877, -0.53406, 2.27765]], "mulliken_charge": [0.810, -0.706, -0.018, 0.463, -0.942, -0.875, 1.996, -0.474, -0.925, 0.565, -1.258, -0.270, -0.590, -0.497, 0.093, -0.210, -0.272, -1.020, -0.309, 0.668, 0.406, 0.485, 0.121, 0.500, 0.328, 0.341, 0.343, 0.395, 0.498, 0.333, 0.250, -0.439, -0.564, -0.299, -1.662, 1.582, -1.737, -2.011, -0.184, 0.631, 0.009, -1.230, 0.102, -0.880, -0.100, 1.935, -1.671, -1.969, -1.963, 0.487, 0.363, 0.222, 0.505, 0.315, 0.417, 0.563, 0.399, 0.559, 0.629, 0.428, 0.308, -0.082, 0.366, 0.258, 0.344, 0.499, 0.560, 0.421, 0.376, 0.514, 0.441, 0.233, -1.477, 0.817, -0.531, -0.120, -0.219, -0.554, -0.738, 0.672, -0.547, -0.849, 0.183, -0.429, -0.347, 0.259, 0.640, 0.124, 0.548, 0.440, 0.611, 0.447, 0.169], "lumo_energy_ev": [1.7, 3.0], "max_force_ev_per_a": 4.29, "total_charge": -2}

No. 2
{"formula": "C39H43As2ClNiSi2", "method": "ωB97M-V with the def2-TZVPD basis set", "symbols": ["C", "C", "C", "H", "C", "C", "H", "H", "H", "H", "Ni", "Si", "C", "C", "H", "C", "H", "C", "H", "C", "H", "C", "H", "C", "C", "H", "C", "H", "C", "H", "C", "H", "C", "H", "H", "Si", "C", "C", "H", "C", "H", "C", "H", "C", "H", "C", "H", "C", "C", "H", "C", "H", "C", "H", "C", "H", "C", "H", "H", "Cl", "C", "As", "C", "C", "C", "C", "C", "C", "C", "As", "C", "C", "H", "H", "H", "H", "H", "H", "H", "H", "H", "H", "H", "H", "H", "H", "H", "H"], "positions_angstrom": [[-1.68122, -0.68637, 0.64379], [-2.68092, -0.35656, -0.33738], [-2.45202, -1.25372, -1.49260], [-3.58301, 0.22814, -0.14585], [-1.37941, -2.11736, -1.12883], [-0.92704, -1.78774, 0.16558], [-0.21050, -2.35756, 0.75644], [-1.62097, -0.28321, 1.65503], [-3.13396, -1.39467, -2.32881], [-1.05027, -2.98380, -1.70083], [-1.46078, 0.59065, -1.74987], [-0.81112, -0.48084, -6.62723], [-0.16400, 1.16682, -7.35111], [1.15220, 1.36199, -7.79928], [1.91441, 0.59992, -7.64020], [1.52567, 2.56096, -8.42172], [2.55466, 2.70569, -8.74389], [0.59276, 3.58713, -8.60509], [0.88694, 4.52064, -9.08231], [-0.70615, 3.40189, -8.13342], [-1.43100, 4.20415, -8.23721], [-1.07349, 2.21920, -7.48561], [-2.07669, 2.11805, -7.06162], [0.03291, -1.61020, -7.91017], [-0.60607, -1.83469, -9.14517], [-1.58142, -1.37636, -9.32430], [-0.01282, -2.63230, -10.14018], [-0.52977, -2.79439, -11.08197], [1.23117, -3.22157, -9.91762], [1.68572, -3.85061, -10.68371], [1.88431, -2.99553, -8.70321], [2.85737, -3.45248, -8.51562], [1.29610, -2.18854, -7.72088], [1.83591, -2.01925, -6.78388], [-2.28319, -0.61709, -6.78400], [2.55685, 0.71473, -4.51701], [1.33993, -0.78416, -4.65631], [-0.16968, -0.78801, -4.85240], [-0.70578, 0.03283, -4.34547], [-0.88313, -2.05883, -4.68974], [-1.97788, -2.07715, -4.83938], [-0.20141, -3.23191, -4.37930], [-0.74972, -4.18089, -4.32876], [1.17897, -3.20582, -4.15614], [1.70300, -4.12218, -3.89254], [1.90238, -2.00935, -4.32056], [2.98543, -2.08073, -4.19198], [1.18188, 2.10576, -4.36978], [-0.05519, 2.07339, -3.67862], [-0.36703, 1.18708, -3.01349], [-0.95535, 3.13368, -3.78274], [-1.95414, 3.03692, -3.32553], [-0.60714, 4.30494, -4.46435], [-1.30985, 5.13158, -4.53556], [0.65765, 4.40791, -5.03466], [0.97321, 5.30887, -5.55472], [1.53822, 3.31565, -4.97796], [2.52630, 3.42295, -5.42912], [3.79478, 0.90311, -5.18387], [2.94426, 0.56421, -2.46441], [3.95775, 0.34193, 0.78348], [2.21446, -0.57787, 0.88434], [2.76868, -2.03211, 2.08610], [1.40345, 0.67736, 2.20171], [1.81716, 0.57030, 3.53023], [1.37623, 1.50099, 4.48343], [0.51954, 2.53308, 4.09777], [0.08191, 2.62655, 2.76585], [0.50334, 1.70132, 1.81135], [-0.09324, 1.91952, -0.12233], [-1.36965, 3.37434, 0.11840], [1.38085, 3.08804, -0.70115], [4.25588, 0.34603, -0.27529], [4.67135, -0.22676, 1.39384], [3.84062, 1.37069, 1.15316], [3.78528, -1.84241, 2.44687], [2.05889, -2.13854, 2.91248], [2.75383, -2.93771, 1.46464], [2.48829, -0.23209, 3.83671], [1.71180, 1.41023, 5.51996], [0.18406, 3.26822, 4.83155], [-0.59427, 3.43561, 2.49523], [-0.85771, 4.25004, 0.53149], [-1.79636, 3.61338, -0.86122], [-2.15670, 3.02515, 0.79320], [1.32830, 4.00668, -0.10705], [2.33311, 2.57434, -0.54515], [1.24881, 3.29756, -1.76764]], "lowdin_spin": [0.054, -0.016, -0.002, 0.001, 0.044, 0.001, -0.001, 0.003, 0.001, 0.003, 0.873, 0.049, 0.012, 0.003, 0.002, 0.001, 0.000, 0.001, 0.000, 0.000, 0.000, 0.002, 0.000, 0.001, 0.001, 0.000, 0.000, 0.000, 0.000, 0.000, 0.000, 0.000, 0.002, 0.003, 0.002, 0.035, 0.224, 0.096, 0.030, 0.222, 0.009, 0.009, -0.005, 0.256, 0.016, -0.002, -0.005, 0.003, 0.022, 0.006, 0.000, -0.001, 0.000, 0.000, -0.001, 0.000, 0.001, 0.000, 0.004, 0.012, 0.000, 0.001, 0.000, 0.000, 0.000, 0.000, 0.000, 0.001, 0.005, 0.014, -0.003, 0.008, 0.000, 0.000, 0.000, 0.000, 0.000, 0.000, 0.000, 0.000, 0.000, 0.000, 0.000, -0.001, 0.000, 0.001, 0.000, 0.000], "lumo_energy_ev": [0.4, -0.4], "spin_multiplicity": 3, "max_force_ev_per_a": 5.63, "s_squared": 2.05}

The records above yield energy above the lowest of the compared OMol25 structures with the same formula, charge and spin values of 441.6; 47.6 kJ/mol, respectively.